(1)
The following is a quantum chemistry calculation of 2 unconnected molecules or ions with the total composition C10H16Si, from OMol25.

Element x y z (Å)
C (2.25176, 0.14836, -2.96545)
C (-0.54546, 2.03684, 3.07407)
C (1.67416, 0.60625, -2.00137)
C (-0.30941, 1.26314, 2.17247)
C (2.91536, -0.47850, -4.13128)
C (-1.02140, 2.92036, 4.10418)
C (-0.79830, -1.76531, -1.14458)
C (-1.97818, 0.44414, -1.09426)
C (0.75283, -1.51166, 2.00246)
C (-1.39268, -0.72085, -0.27602)
Si (-0.01274, -0.12378, 1.00767)
H (2.70292, -1.48354, -4.10277)
H (2.43952, 0.01186, -4.96405)
H (4.02194, -0.47337, -4.02160)
H (-2.07286, 3.36475, 4.03145)
H (-0.82754, 2.45657, 5.07635)
H (-0.15545, 3.75876, 4.12269)
H (0.01356, -1.32358, -1.74909)
H (-0.29255, -2.57214, -0.61381)
H (-1.44198, -2.16002, -1.94188)
H (-2.84237, 0.20281, -1.61826)
H (-1.27842, 0.50166, -1.89493)
H (-2.09922, 1.28807, -0.42957)
H (-0.11971, -2.14085, 2.22392)
H (1.70899, -2.07248, 1.83879)
H (0.86867, -0.99277, 2.98110)
H (-2.16144, -1.18471, 0.31378)

Properties
gap between HOMO and LUMO (alpha / beta): 0.225 / 0.225 Eh
energy above the lowest of the compared OMol25 structures with the same formula, charge and spin: 8.750 eV

***

(2)
The following is a quantum chemistry calculation of a molecular structure, CCl2N2O9Zr, from OMol25.

Element x y z (Å)
Zr (-1.16073, 20.72849, 14.67543)
C (-2.81298, 23.55768, 15.37757)
O (-2.66146, 24.58325, 16.05792)
O (-2.14683, 22.46707, 15.33272)
O (-3.52402, 23.93400, 14.45221)
Cl (0.89978, 21.07291, 16.19199)
Cl (-0.72427, 18.10090, 15.09779)
N (-2.37918, 20.42183, 12.12460)
O (-1.43077, 19.99487, 12.69030)
O (-3.06305, 20.24902, 11.12460)
O (-2.65500, 21.22425, 12.96809)
N (-0.37458, 23.64914, 12.91595)
O (0.36034, 24.64365, 12.93298)
O (-0.07070, 22.54061, 13.29135)
O (-1.47161, 23.65326, 12.32274)

Properties
gap between HOMO and LUMO: 0.138 Eh
net charge: -2

***

(3)
The following is a quantum chemistry calculation of 2 unconnected molecules or ions with the total composition CH3O3, from OMol25.

Element x y z (Å)
O (1.58149, 0.48627, 0.87630)
C (0.96868, 0.70341, -0.17729)
O (-0.31106, 0.58940, -0.55763)
H (1.57194, 0.86045, -1.06045)
H (-1.48860, -1.45568, 0.88033)
H (-1.15307, -0.78189, -0.42734)
O (-1.86322, -1.43109, -0.10977)

Properties
gap between HOMO and LUMO: 0.328 Eh
energy above the lowest of the compared OMol25 structures with the same formula, charge and spin: 0.668 eV
net charge: -1

***

(4)
The following is a quantum chemistry calculation of a gas-phase ion, C5H12N2 (charge +2), from OMol25.

Element x y z (Å)
C (-1.46999, 0.43422, -1.82971)
C (-0.69372, 0.91215, -0.49452)
C (0.61839, 0.29040, -0.03218)
C (0.55389, -0.26108, 1.17215)
N (1.79914, -0.94689, 1.62858)
C (3.02658, -0.59396, 1.58897)
N (-2.89982, 0.14866, -1.48336)
H (-1.48980, 1.26488, -2.51048)
H (-1.06003, -0.43592, -2.25249)
H (-0.47824, 1.87893, -0.80735)
H (-1.55364, 0.78227, 0.36629)
H (1.47304, 0.73410, -0.60141)
H (-0.27801, -0.67792, 1.87432)
H (1.70723, -1.81467, 2.11257)
H (3.84168, -1.41670, 1.67458)
H (3.09747, 0.46162, 1.17448)
H (-3.01097, -0.69134, -0.89641)
H (-3.55415, 0.89041, -1.10174)
H (-3.20072, -0.07844, -2.47713)

Properties
gap between HOMO and LUMO: 0.373 Eh
SMILES: C=[NH+]/C=C/CC[NH3+]
energy above the lowest of the compared OMol25 structures with the same formula, charge and spin: 2.013 eV
net charge: +2

***

Listing max |F| for the structures above in their given order: 3.35, 16.48, 3.84, 3.85 eV/Å.
Listing energy for the structures above in their given order: -18499.2048, -48764.3091, -7229.3376, -8340.2063 eV.